Record 1
This record from the Open Molecules 2025 dataset describes a 2-piece molecular cluster, C4H8ClN overall. The level of theory is the ωB97M-V functional and the def2-TZVPD basis.

```
! wB97M-V def2-TZVPD RIJCOSX def2/J DEFGRID3
* xyz 0 1
C 0.8629 -1.4276 0.4848
C -0.5983 1.0532 1.1621
C -0.1756 0.7192 -1.3506
C -0.5375 0.0712 -0.0065
N 1.3381 -2.1636 -0.4347
Cl -1.9609 -0.9797 -0.0870
H 0.9866 -1.2634 1.5350
H 0.3289 1.3895 1.4935
H -1.0200 0.5941 2.0902
H -1.1612 2.0056 0.8632
H -1.0007 1.3842 -1.7032
H 0.7679 1.3429 -1.3177
H -0.0788 -0.0770 -2.2586
H 2.2484 -2.6489 -0.4705
*
```

Properties
Energy relative to the best compared isomer or geometry (same formula, charge and spin), kJ/mol: 246.1
HOMO-LUMO gap, eV: 9.115
E_LUMO, eV: 0.9
Calculated total energy, eV: -18287.221
HOMO, Ha: -0.3031



Record 2
This record from the Open Molecules 2025 dataset describes a single C4H8ClN molecule. The level of theory is the ωB97M-V functional and the def2-TZVPD basis.

```
! wB97M-V def2-TZVPD RIJCOSX def2/J DEFGRID3
* xyz 0 1
C -1.0981 1.9023 0.0875
C -0.9528 0.5868 0.0383
Cl -2.5437 -0.2078 -0.1969
N 0.1233 -0.2603 0.0931
C -0.0267 -1.6233 -0.0620
C 1.5526 0.0788 0.0351
H -2.1392 2.2384 -0.1352
H -0.3586 2.6931 0.3301
H -0.8717 -2.0886 0.6203
H -0.2196 -1.8866 -1.1780
H 0.8568 -2.0045 0.3912
H 1.6656 1.1419 0.1174
H 2.1735 -0.3034 0.8602
H 1.8386 -0.2668 -1.0009
*
```

Properties
SMILES: C=C(Cl)N(C)C
Energy relative to the best compared isomer or geometry (same formula, charge and spin), kJ/mol: 136.7
HOMO-LUMO gap, eV: 8.787
E_LUMO, eV: 0.9
Calculated total energy, eV: -18288.355
HOMO, Ha: -0.2908



Record 3
This record from the Open Molecules 2025 dataset describes a 2-piece molecular cluster, C4H8ClN overall. The level of theory is the ωB97M-V functional and the def2-TZVPD basis.

```
! wB97M-V def2-TZVPD RIJCOSX def2/J DEFGRID3
* xyz 0 3
C 1.1558 0.7085 -0.6515
C 0.9540 0.4280 0.8826
C 0.0254 -0.0511 -0.1653
C -0.7553 -1.2239 -0.4292
N -1.9147 1.5891 -0.1953
Cl -3.3125 0.6545 -0.3306
H 0.6994 1.6082 -0.9445
H 2.0190 0.3433 -1.2280
H 1.4786 -0.3985 1.2490
H 0.6429 1.1959 1.6982
H -0.4002 -1.7348 -1.3552
H -1.8282 -1.1150 -0.3175
H -0.6075 -2.0512 0.2251
H -1.9375 1.8701 0.7258
*
```

Properties
Energy relative to the best compared isomer or geometry (same formula, charge and spin), kJ/mol: 205.3
<S²>: 2.009
HOMO-LUMO gap (alpha / beta), eV: 7.558 / 8.474
E_LUMO (alpha / beta), eV: 0.8 / -1.5
Calculated total energy, eV: -18283.475
HOMO (alpha / beta), Ha: -0.2482 / -0.3657



The highest energy relative to the best compared isomer or geometry (same formula, charge and spin) belongs to which entry? number 1